1.
Formula: C4H4O2
Source: OMol25
Level of theory: wB97M-V/def2-TZVPD

Calculated values
HOMO level: -8.698 eV
Structure (SMILES): O=C=C[C@H]1CO1
Energy relative to the best compared isomer or geometry (same formula, charge and spin): 82.52 kcal per mole
LUMO energy: 0.47 eV

CARTESIAN COORDINATES (ANGSTROEM)
O (-2.34, 0.12, -0.73)
C (-1.43, -0.05, -0.01)
C (-0.65, -0.53, 0.95)
C (0.74, -0.38, 0.58)
C (0.63, 0.63, -0.86)
O (1.35, 0.82, 0.34)
H (-1.00, -1.07, 1.83)
H (1.43, -1.21, 0.74)
H (0.07, 1.51, -1.17)
H (1.20, 0.17, -1.67)

2.
Formula: C30H63Cl2I2N3O8PS5
Source: OMol25
Level of theory: wB97M-V/def2-TZVPD

Calculated values
HOMO level: -10.186 eV
LUMO energy: -2.75 eV
Net charge: +1

CARTESIAN COORDINATES (ANGSTROEM)
C (6.06, -1.75, -2.86)
O (6.09, -0.60, -2.04)
C (5.79, 0.60, -2.73)
C (4.36, 1.07, -2.38)
C (3.69, 1.89, -3.52)
C (2.81, 0.98, -4.42)
C (1.47, 1.62, -4.87)
C (0.24, 0.85, -4.29)
C (-0.93, 0.85, -5.29)
C (-2.11, -0.14, -4.91)
C (-2.16, -0.43, -3.43)
C (-1.90, -1.59, -2.79)
C (-1.51, -2.97, -3.28)
I (-2.88, -3.65, -4.82)
C (-0.03, -3.18, -3.68)
C (0.34, -2.72, -5.12)
I (1.36, -2.37, -2.26)
N (-2.14, -1.23, -1.45)
O (-2.02, -2.21, -0.47)
C (-0.96, -2.08, 0.30)
N (0.07, -1.95, 0.84)
C (-2.51, 0.02, -1.30)
C (-2.91, 0.78, -0.05)
Cl (-3.57, -0.30, 1.22)
C (-1.74, 1.67, 0.49)
C (-2.26, 3.03, 1.05)
Cl (-0.80, 0.90, 1.80)
N (-2.53, 0.56, -2.53)
P (-2.99, 2.21, -3.09)
C (-4.76, 2.10, -3.65)
O (-3.06, 3.22, -1.78)
H (5.44, -2.52, -2.38)
H (7.06, -2.18, -3.00)
H (5.63, -1.57, -3.86)
H (5.96, 0.54, -3.81)
H (6.50, 1.35, -2.35)
H (4.37, 1.65, -1.45)
H (3.79, 0.16, -2.16)
H (3.13, 2.70, -3.05)
H (4.52, 2.25, -4.14)
H (3.40, 0.64, -5.29)
H (2.57, 0.09, -3.83)
H (1.45, 2.65, -4.50)
H (1.39, 1.70, -5.96)
H (0.51, -0.18, -4.05)
H (-0.04, 1.38, -3.37)
H (-1.34, 1.87, -5.33)
H (-0.57, 0.62, -6.29)
H (-2.09, -1.04, -5.51)
H (-3.03, 0.40, -5.18)
H (-1.70, -3.64, -2.44)
H (0.14, -4.26, -3.67)
H (0.15, -3.57, -5.79)
H (1.43, -2.57, -5.14)
H (-0.18, -1.83, -5.45)
H (-3.74, 1.42, -0.33)
H (-1.07, 1.87, -0.35)
H (-3.35, 3.01, 0.95)
H (-1.97, 3.13, 2.10)
H (-1.86, 3.85, 0.45)
H (-5.22, 1.13, -3.45)
H (-4.83, 2.32, -4.72)
H (-5.39, 2.85, -3.15)
H (-3.94, 3.63, -1.77)
C (2.31, 2.43, 6.62)
S (1.66, 2.40, 4.95)
O (0.80, 3.61, 4.78)
C (0.55, 1.00, 5.21)
H (3.01, 3.27, 6.69)
H (1.50, 2.57, 7.33)
H (2.85, 1.50, 6.81)
H (-0.15, 1.23, 6.01)
H (1.14, 0.12, 5.46)
H (0.01, 0.84, 4.29)
C (6.05, 3.10, 5.23)
S (6.12, 1.32, 4.93)
O (5.21, 0.67, 5.91)
C (7.80, 1.10, 5.52)
H (5.05, 3.45, 4.96)
H (6.23, 3.30, 6.28)
H (6.79, 3.60, 4.61)
H (7.87, 1.44, 6.56)
H (8.48, 1.67, 4.89)
H (8.04, 0.04, 5.46)
C (-5.02, 3.87, 6.30)
S (-4.34, 4.70, 4.85)
O (-4.88, 4.01, 3.65)
C (-2.65, 4.10, 5.09)
H (-6.09, 4.07, 6.33)
H (-4.86, 2.79, 6.22)
H (-4.55, 4.26, 7.20)
H (-2.64, 3.01, 5.09)
H (-2.26, 4.49, 6.03)
H (-2.04, 4.47, 4.27)
C (-6.41, -0.99, 3.26)
S (-7.21, -1.18, 4.87)
O (-6.25, -0.67, 5.89)
C (-7.12, -2.97, 4.91)
H (-6.32, 0.08, 3.05)
H (-5.42, -1.44, 3.29)
H (-7.03, -1.46, 2.50)
H (-6.09, -3.30, 4.82)
H (-7.72, -3.38, 4.09)
H (-7.53, -3.31, 5.86)
C (1.46, -6.79, -1.89)
S (2.63, -6.50, -3.23)
O (2.00, -5.52, -4.16)
C (2.47, -8.13, -3.97)
H (1.38, -5.88, -1.31)
H (0.49, -7.06, -2.30)
H (1.84, -7.59, -1.25)
H (1.43, -8.31, -4.25)
H (2.81, -8.89, -3.27)
H (3.09, -8.16, -4.86)

3.
Formula: C19H27N7PdS
Source: OMol25
Level of theory: wB97M-V/def2-TZVPD

Calculated values
HOMO level: -20.945 eV
Energy relative to the best compared isomer or geometry (same formula, charge and spin): 0.49 kcal per mole
LUMO energy: -14.75 eV
Net charge: +4

CARTESIAN COORDINATES (ANGSTROEM)
Pd (0.72, 0.63, -0.44)
N (1.77, 4.71, -0.14)
C (1.34, 3.48, -0.06)
S (0.28, 2.74, -1.17)
N (1.81, 2.80, 1.11)
N (1.53, 1.59, 1.11)
C (1.85, 0.74, 2.23)
C (1.67, 1.09, 3.55)
C (1.52, 2.45, 4.01)
C (1.51, 2.73, 5.35)
C (1.58, 1.67, 6.28)
C (1.62, 0.33, 5.88)
C (1.65, 0.03, 4.55)
C (2.25, -0.58, 1.72)
C (3.21, -1.35, 2.36)
C (3.55, -2.59, 1.83)
C (2.93, -3.01, 0.67)
C (2.00, -2.16, 0.06)
N (1.67, -0.98, 0.55)
H (1.53, 5.31, -0.92)
H (2.36, 5.10, 0.59)
H (1.47, 3.27, 3.31)
H (1.44, 3.75, 5.70)
H (1.55, 1.90, 7.34)
H (1.60, -0.46, 6.62)
H (1.59, -1.00, 4.23)
H (3.72, -0.96, 3.23)
H (4.31, -3.20, 2.30)
H (3.16, -3.96, 0.22)
H (1.54, -2.45, -0.88)
N (-2.63, -0.52, -4.96)
C (-2.79, -1.67, -3.97)
C (-1.45, -2.07, -3.33)
C (-1.05, -1.46, -1.97)
N (-0.20, -0.22, -2.12)
C (-2.25, -1.14, -1.08)
C (-3.40, -0.44, -1.81)
N (-2.96, 0.89, -2.34)
C (-3.88, -1.32, -2.96)
H (-1.91, -0.72, -5.66)
H (-2.39, 0.34, -4.45)
H (-3.50, -0.36, -5.46)
H (-3.13, -2.50, -4.59)
H (-0.64, -1.96, -4.06)
H (-1.52, -3.15, -3.17)
H (-0.42, -2.20, -1.48)
H (-0.84, 0.49, -2.49)
H (0.53, -0.38, -2.81)
H (-1.93, -0.55, -0.22)
H (-2.64, -2.08, -0.68)
H (-4.22, -0.32, -1.11)
H (-2.79, 1.53, -1.57)
H (-3.73, 1.32, -2.84)
H (-4.73, -0.85, -3.47)
H (-4.28, -2.25, -2.56)

4.
Formula: C2H4NS
Source: OMol25
Level of theory: wB97M-V/def2-TZVPD

Calculated values
HOMO level (spin up / spin down): -14.566 / -14.497 eV
Energy relative to the best compared isomer or geometry (same formula, charge and spin): 64.09 kcal per mole
LUMO energy (spin up / spin down): -6.16 / -6.20 eV
Net charge: +1

CARTESIAN COORDINATES (ANGSTROEM)
C (0.86, -0.29, -0.75)
C (-0.35, 0.84, 0.81)
N (-0.41, -0.47, 0.04)
S (1.03, 1.33, -0.12)
H (0.98, -0.49, -1.73)
H (-0.40, 0.72, 1.89)
H (-1.23, -0.29, -0.68)
H (-0.48, -1.36, 0.53)

5.
Formula: C35H62F4InN6OSSi2
Source: OMol25
Level of theory: wB97M-V/def2-TZVPD

Calculated values
HOMO level: -10.402 eV
Energy relative to the best compared isomer or geometry (same formula, charge and spin): 8.69 kcal per mole
LUMO energy: -2.74 eV
Net charge: +1

CARTESIAN COORDINATES (ANGSTROEM)
In (0.03, -0.23, -0.35)
C (1.46, -0.99, 2.60)
C (2.17, 0.35, 2.55)
N (1.53, 1.20, 1.53)
C (2.42, 2.20, 0.96)
C (3.45, 1.59, -0.01)
S (2.95, 0.09, -0.88)
C (3.68, -1.23, 0.13)
C (2.71, -2.20, 0.83)
N (1.44, -1.63, 1.29)
H (0.42, -0.82, 2.90)
H (1.92, -1.63, 3.36)
H (3.22, 0.20, 2.29)
H (2.15, 0.82, 3.53)
H (0.74, 1.67, 1.95)
H (2.97, 2.76, 1.73)
H (1.80, 2.91, 0.42)
H (4.39, 1.35, 0.49)
H (3.68, 2.32, -0.78)
H (4.35, -0.75, 0.83)
H (4.30, -1.82, -0.55)
H (3.26, -2.65, 1.67)
H (2.47, -3.00, 0.14)
H (0.75, -2.37, 1.31)
C (-3.45, 2.39, -0.41)
C (-3.33, 1.55, -1.67)
N (-2.64, 0.26, -1.49)
C (-2.37, -0.35, -2.81)
C (-3.59, -0.53, -3.72)
C (-3.37, -0.61, -0.56)
C (-2.44, -1.51, 0.26)
N (-1.47, -0.75, 1.04)
C (-1.90, -0.22, 2.24)
C (-1.63, 1.10, 2.64)
F (-1.08, 1.96, 1.74)
C (-1.94, 1.60, 3.89)
F (-1.61, 2.87, 4.16)
C (-2.60, 0.83, 4.83)
C (-2.92, -0.46, 4.45)
F (-3.55, -1.25, 5.31)
C (-2.59, -0.97, 3.21)
F (-2.88, -2.26, 2.98)
H (-3.71, 3.42, -0.68)
H (-2.53, 2.40, 0.14)
H (-4.24, 2.02, 0.25)
H (-2.77, 2.09, -2.44)
H (-4.34, 1.38, -2.07)
H (-1.89, -1.30, -2.64)
H (-1.65, 0.29, -3.33)
H (-4.43, -0.99, -3.20)
H (-3.32, -1.18, -4.55)
H (-3.93, 0.41, -4.14)
H (-4.10, -1.24, -1.08)
H (-3.92, 0.02, 0.13)
H (-1.87, -2.14, -0.40)
H (-3.06, -2.15, 0.88)
H (-2.85, 1.22, 5.80)
C (2.36, -3.82, -3.23)
Si (1.28, -2.27, -3.34)
C (0.10, -2.18, -4.79)
C (2.59, -0.98, -3.74)
C (0.27, -2.32, -1.74)
Si (-0.92, -3.85, -1.79)
C (-0.72, -4.92, -3.34)
C (-2.80, -3.74, -1.78)
C (-0.38, -4.85, -0.29)
H (2.72, -4.12, -4.23)
H (1.88, -4.68, -2.79)
H (3.25, -3.59, -2.63)
H (0.60, -2.52, -5.70)
H (-0.20, -1.14, -4.95)
H (-0.80, -2.77, -4.66)
H (2.93, -1.20, -4.76)
H (3.46, -1.04, -3.09)
H (2.24, 0.05, -3.74)
H (0.91, -2.44, -0.86)
H (-1.47, -4.64, -4.07)
H (-0.92, -5.95, -3.03)
H (0.24, -4.91, -3.84)
H (-3.17, -2.97, -2.45)
H (-3.26, -3.60, -0.81)
H (-3.15, -4.70, -2.17)
H (0.70, -5.05, -0.32)
H (-0.89, -5.81, -0.25)
H (-0.60, -4.32, 0.64)
C (-0.45, 2.66, -8.05)
C (0.86, 2.43, -7.32)
N (0.83, 2.94, -5.94)
C (1.65, 4.12, -5.65)
C (1.12, 5.39, -6.28)
C (0.20, 2.19, -5.03)
O (-0.32, 1.11, -5.29)
C (0.08, 2.68, -3.61)
C (-0.46, 3.90, -3.23)
C (-0.66, 4.16, -1.88)
C (-0.34, 3.18, -0.96)
N (0.15, 1.99, -1.31)
C (0.35, 1.76, -2.61)
H (-0.38, 2.30, -9.08)
H (-0.71, 3.72, -8.08)
H (-1.26, 2.12, -7.56)
H (1.68, 2.93, -7.83)
H (1.07, 1.36, -7.27)
H (2.66, 3.92, -6.02)
H (1.73, 4.23, -4.57)
H (1.13, 5.33, -7.37)
H (1.73, 6.24, -5.99)
H (0.09, 5.59, -5.97)
H (-0.72, 4.65, -3.97)
H (-1.07, 5.10, -1.55)
H (-0.48, 3.35, 0.10)
H (0.74, 0.79, -2.88)

6.
Formula: CH5O2P2
Source: OMol25
Level of theory: wB97M-V/def2-TZVPD

Calculated values
HOMO level: -4.052 eV
Structure (SMILES): CP[P@@H](=O)[O-]
Energy relative to the best compared isomer or geometry (same formula, charge and spin): 59.89 kcal per mole
LUMO energy: 3.92 eV
Net charge: -1

CARTESIAN COORDINATES (ANGSTROEM)
C (-1.47, -0.03, -0.33)
P (-0.23, -1.29, 0.03)
P (1.47, 0.21, 0.01)
O (3.08, -0.68, 0.36)
O (1.47, 0.94, -1.31)
H (-1.44, 0.78, 0.42)
H (-2.65, -0.33, -0.33)
H (-1.25, 0.37, -1.34)
H (0.03, -0.92, 1.36)
H (1.00, 0.96, 1.12)